1.
Entry from OMol25: C16H15BrMoN5O2S as an isolated structure in a non-equilibrium geometry (wB97M-V/def2-TZVPD).

Each line ends with the Mulliken charge.
Geometry (Å):
H -3.5074 2.3859 -1.8967  0.394
C -3.6938 0.2216 -1.7783  0.962
C -1.8308 1.4879 -0.9548  -0.651
H 6.6325 -3.1005 0.1789  0.267
H -1.2118 4.3266 5.8446  0.395
C 3.2569 -0.9663 -0.4350  -0.071
H 1.3646 2.4222 7.1543  0.317
Mo 0.5592 -0.0257 0.4031  0.732
C 5.7253 -1.5242 -0.6860  0.296
H 5.2969 -0.3213 -3.0273  0.532
C 2.1333 0.3195 -2.0540  -0.065
C -1.4068 3.3804 3.9348  -0.278
C 0.3013 2.1504 3.3754  0.665
H -5.2651 0.9008 -2.6551  0.363
C 4.3919 -1.0017 -1.2077  -0.052
O -4.8455 0.0768 -2.3567  -0.410
H 5.0378 -3.4379 -0.3731  0.236
H 0.8597 4.1209 7.2103  0.382
C -0.7520 3.6740 5.1158  -0.503
S 1.1981 1.0324 2.0868  -0.056
C 4.3852 -0.3401 -2.4414  -0.113
N 1.0449 2.3086 4.4071  -0.378
O 6.6457 -0.7509 -0.7549  -0.484
H -3.5692 -1.9292 -1.4494  0.509
H 2.3229 3.6366 6.3184  0.343
H -1.2950 2.4104 -0.7709  0.532
C 3.2327 0.2959 -2.8831  -0.848
C -1.8773 -0.8274 -0.7195  0.422
H 1.2248 0.8414 -2.3344  0.462
H 3.1911 0.7971 -3.8399  0.453
C -3.0467 1.4619 -1.5717  -0.561
C 1.3050 3.3522 6.5845  -1.127
H 3.2164 -1.4345 0.5438  0.522
H -2.3841 3.7838 3.7059  0.463
N 2.1494 -0.2928 -0.8464  -0.208
N -0.8566 2.5730 3.0005  -0.359
C 0.5105 3.1206 5.3558  0.751
C -3.0745 -0.9753 -1.3214  -0.387
Br -0.8467 -2.2365 0.0735  0.045
N 5.7359 -2.7534 -0.1357  -0.379
N -1.2180 0.3421 -0.5316  -0.114

Values from the calculation:
DFT total energy: -4082.29225 hartree
charge: +3
orbital gap (spin up / spin down): 5.473 / 5.473 eV
ΔE to the lowest compared entry with this formula, charge and spin: 0.358 eV
HOMO level (spin up / spin down): -0.6527 / -0.6527 Eh

***

2.
Entry from OMol25: the molecule C16H15BrN2O6S2 in a non-equilibrium geometry (wB97M-V/def2-TZVPD).

Each line ends with the Mulliken charge.
Geometry (Å):
H 1.9267 -2.6159 0.0808  0.392
H 1.5825 1.6779 3.6037  0.456
H 2.5578 -1.7607 -2.1514  0.394
C 1.1810 2.9001 -1.7480  -0.829
H -1.2612 4.4131 2.0142  0.259
C -0.2385 3.2833 0.6266  0.234
C 1.1713 -2.0902 -0.5114  -0.016
N -0.0990 -2.7520 -0.2810  0.181
C -0.1442 -4.0871 -0.8495  -0.843
O -2.0576 2.8564 3.6729  -0.666
C 0.2580 -4.0473 -2.3251  -0.459
H 1.0918 -1.0635 -0.1544  -0.334
O 1.2646 2.2288 2.8698  -0.444
O 1.5537 0.3703 1.6694  -0.560
H -1.1618 -4.4580 -0.7326  0.449
C 1.4713 2.1350 -0.6352  -0.709
H 1.7154 2.7372 -2.6701  0.439
C -0.5013 4.0666 -0.4937  -0.331
H 0.8302 -1.5072 -2.5577  0.371
O 1.5270 -3.4522 -2.4882  -0.433
S -1.3253 -0.1127 3.4096  -0.217
Br -1.1474 -3.1285 2.6196  -0.067
N -1.0282 3.4587 1.7683  -0.017
O -2.5934 -2.6442 -0.5579  -0.738
C -1.3158 -1.3356 2.1916  0.305
H -1.6661 1.1348 0.0270  0.658
H -0.0166 4.4963 -2.5257  0.409
H 2.2428 1.3808 -0.6676  0.503
O -1.2664 -0.8734 -1.6377  -0.672
C 0.7938 2.3377 0.5636  0.940
H 0.5476 -4.7143 -0.2793  0.339
H -1.2815 4.8114 -0.4406  0.464
C 1.2224 1.5296 1.7322  0.159
S -1.4383 -1.8016 -0.5555  1.501
C -1.4425 -0.8211 0.9359  -0.116
C 1.5421 -2.1283 -1.9959  -0.604
C -1.5417 0.5797 0.9384  -0.678
H 0.3401 -5.0546 -2.7363  0.377
C 0.2066 3.8821 -1.6669  -0.653
C -1.5372 2.5291 2.6289  -0.026
C -1.4626 1.1179 2.1945  0.274
H -0.5001 -3.4784 -2.8854  0.307

Values from the calculation:
DFT total energy: -4550.05884 hartree
orbital gap: 8.877 eV
HOMO level: -0.3336 Eh

***

3.
Entry from OMol25: C16H15BrPt as an isolated structure in a non-equilibrium geometry (wB97M-V/def2-TZVPD).

Each line ends with the Mulliken spin population.
Geometry (Å):
H -1.6416 2.8121 -0.8440  0.013
H 5.8194 -0.6878 0.3550  0.002
H -4.6164 -1.2284 -1.5355  -0.001
C 3.8845 -1.2392 -0.4667  0.008
C -1.3160 -1.7803 -1.8703  -0.001
H -3.6017 1.5329 0.4417  0.008
H -2.6268 0.4811 2.7264  0.008
H -0.2862 1.8111 3.1138  0.015
C 1.9905 -0.2875 0.6923  0.287
H -0.3657 -2.2838 -1.6795  0.002
C 2.4846 -1.0955 -0.3414  -0.052
C -1.4651 -0.5170 -2.5136  -0.002
H 4.8785 1.1150 1.8248  0.000
C -2.0634 1.0086 1.9533  0.131
C -1.4980 2.2443 0.0779  0.224
C -0.6752 1.5237 2.1400  0.167
Br -1.2651 -2.1626 2.1271  0.218
C -2.5519 1.5519 0.7614  0.075
H 4.2996 -1.9252 -1.2224  -0.002
H -2.7892 -3.0935 -0.7925  0.005
C 4.7383 -0.5098 0.3769  0.005
H 1.7674 -1.5353 -1.0370  0.005
H 2.3441 1.5280 1.6951  0.010
C -2.5723 -2.1676 -1.3219  0.002
C 2.8378 0.6534 1.2564  0.005
Pt 0.1244 -0.2594 1.5559  0.940
H 0.6489 2.6353 0.6642  -0.003
H -3.3250 0.6552 -2.9478  -0.001
C -3.5363 -1.2044 -1.7184  -0.004
C 4.2190 0.4745 1.2224  0.005
C -0.3080 2.1556 0.8470  -0.077
C -2.8584 -0.1870 -2.4595  0.007
H -0.6747 -0.0183 -3.0811  0.001

Values from the calculation:
spin multiplicity: 3
DFT total energy: -3311.86220 hartree
charge: -2
orbital gap (spin up / spin down): 4.605 / 4.601 eV
ΔE to the lowest compared entry with this formula, charge and spin: 0.288 eV
HOMO level (spin up / spin down): 0.0108 / 0.0109 Eh

***

4.
Entry from OMol25: C16H15BrSTm as an isolated structure in a non-equilibrium geometry (wB97M-V/def2-TZVPD).

Each line ends with the Mulliken spin population.
Geometry (Å):
C -0.5256 2.7182 4.0253  0.000
H 0.8744 1.9174 1.4737  0.001
H -0.1780 4.8485 3.9837  0.000
C -1.8188 -3.4423 -2.9825  0.000
C -1.1894 4.1836 2.1960  0.000
C -1.1540 -2.7760 -4.0538  0.000
C -1.0933 1.6373 3.3619  -0.001
H 0.9396 -2.9597 -4.8428  0.000
S -1.8911 0.4420 1.0382  -0.003
H -1.5966 -2.0424 -4.7249  0.000
C -1.7453 3.1017 1.5291  0.000
C 2.6070 -0.1002 -0.5776  -0.005
C 1.9876 1.1722 -0.3170  -0.004
Br 0.1161 0.3123 -3.0877  -0.004
Tm 0.2161 -0.3815 -0.5552  2.023
H -1.1169 -5.0676 -1.5937  0.000
C 0.3396 -4.2633 -3.1100  0.000
C 1.5630 -0.2171 1.4916  0.001
C 2.3291 -0.9663 0.5373  -0.003
C -0.5671 3.9925 3.4390  -0.001
H -0.0696 2.5743 5.0040  0.000
H -1.1601 0.6504 3.8100  0.000
H 2.7130 -1.9748 0.6785  0.000
H 1.2375 -0.5546 2.4749  0.001
H -1.2578 5.1773 1.7546  0.000
C 0.1819 -3.2727 -4.1254  0.000
H -2.8539 -3.2870 -2.6803  0.000
C 1.3537 1.0908 0.9574  -0.005
H 1.2297 -4.8705 -2.9415  0.000
C -0.8991 -4.3682 -2.4022  0.000
H 3.2276 -0.3422 -1.4447  0.001
H 2.0331 2.0657 -0.9413  0.000
H -2.2865 3.2062 0.5945  0.000
C -1.5459 1.7960 2.0310  -0.001

Values from the calculation:
spin multiplicity: 3
DFT total energy: -4676.15818 hartree
charge: -1
orbital gap (spin up / spin down): 5.282 / 5.298 eV
ΔE to the lowest compared entry with this formula, charge and spin: 1.366 eV
HOMO level (spin up / spin down): -0.1080 / -0.1080 Eh

***

5.
Entry from OMol25: the molecule C16H15ClF2N4S in a non-equilibrium geometry (wB97M-V/def2-TZVPD).

Each line ends with the Mulliken charge.
Geometry (Å):
C 2.0036 -1.9462 -1.9050  -0.482
C -2.9467 2.3394 -2.9806  -0.298
C -0.3657 -1.8552 5.0459  -0.454
C 1.1387 0.1150 -2.0057  0.226
N 1.5397 0.4647 -0.7074  -0.508
H -2.2111 3.0158 -2.7252  0.324
Cl 1.8321 -2.7986 6.3378  -0.184
H -1.4619 0.2520 -2.0850  0.270
H -0.8634 -2.5342 5.7733  0.342
H -3.6205 4.1866 -4.0786  0.236
C 1.9592 0.3518 2.1393  -1.425
H -2.1121 -1.2575 3.9626  0.326
H 1.3681 1.1189 1.6655  0.549
C 1.0632 -1.8613 5.1337  0.265
H -0.9331 -0.3266 -3.6857  0.454
H -3.4483 1.8105 -2.1835  0.309
C 2.1752 -0.5144 -0.0843  0.637
C -2.2939 1.2635 -3.7777  -0.830
H -4.9705 3.1516 -3.4807  0.344
H 4.0240 -1.7212 2.2901  0.351
C -0.9805 -1.2200 4.0237  -0.493
S 0.4185 1.4653 -2.9819  -0.206
N 3.2599 -2.4057 0.3366  -0.786
H -3.9947 2.6829 -4.8869  0.337
N 2.6366 -0.5124 1.2121  0.215
H 2.7369 0.9208 2.7103  0.363
F 3.0827 -0.8706 4.4475  -0.309
C 3.3182 -1.6493 1.4193  -0.020
C 1.1271 -0.4249 3.1674  0.669
C 1.7992 -0.9856 4.2163  0.078
C -1.1666 0.5203 -3.1330  -0.646
H -1.8206 1.7614 -4.6668  0.325
H -3.0080 0.4877 -4.1624  0.329
N 1.2939 -1.0584 -2.5613  -0.422
C 2.4295 -1.7157 -0.5357  0.576
C -0.2284 -0.4897 3.0844  0.461
C -4.0077 3.0578 -3.8878  -1.090
H 2.1369 -2.8943 -2.4741  0.422
F -0.9094 0.0753 2.0234  -0.257

Values from the calculation:
DFT total energy: -1895.77065 hartree
orbital gap: 8.695 eV
ΔE to the lowest compared entry with this formula, charge and spin: 1.611 eV
HOMO level: -0.3181 Eh

***

6.
Entry from OMol25: C16H15CuNO2S6 as an isolated structure in a non-equilibrium geometry (wB97M-V/def2-TZVPD).

Each line ends with the Mulliken spin population.
Geometry (Å):
Cu -0.2088 -0.1295 0.0392  0.014
C -0.6749 -4.5474 -0.3549  -0.002
H 2.5272 -2.8773 -2.8151  0.001
S 1.0543 2.2648 3.8441  0.003
H -0.2835 4.7205 -2.4934  -0.005
C -1.5980 4.7192 -0.7804  0.388
C -2.6994 -5.6881 -1.3360  0.000
C -2.2693 3.8665 0.1112  -0.066
S 1.1756 1.4905 0.9776  -0.027
C 2.8084 -2.4148 -1.8773  0.004
H -0.7784 -1.7682 -3.0073  0.005
S 1.4215 -1.2069 -1.3658  0.007
H -3.4246 -5.5284 -0.5358  0.000
H -2.7256 1.8192 0.5997  0.031
S -0.5758 -1.3076 1.9757  0.004
C 0.3332 1.4135 5.1801  -0.004
H 3.7098 -1.8273 -1.9963  0.000
C 0.6377 1.1130 2.5693  0.034
C 0.2618 -3.5352 -0.3364  0.009
S -0.4664 -0.0525 4.6840  0.003
H -0.6490 -5.3196 0.4051  -0.001
H 2.9170 -3.1499 -1.0906  0.000
S 0.3908 1.9440 6.7516  0.000
C -0.8625 4.1122 -1.8126  -0.063
H -2.2355 -6.6620 -1.1753  0.000
O 1.1731 -0.4842 -2.6183  0.000
C 0.2173 -2.5421 -1.3150  -0.001
H -2.8026 4.2783 0.9553  -0.005
H -3.2386 -5.7087 -2.2830  0.000
H -2.4682 -3.6028 -3.0633  0.001
C -1.6997 -3.5868 -2.3005  -0.001
C -0.0647 0.0187 2.9649  -0.020
H -0.2868 2.2352 -2.7129  0.037
C -1.6668 -4.5940 -1.3345  0.001
C -2.2430 2.5179 -0.0658  0.137
H 1.0055 -3.4953 0.4447  -0.001
C -0.7677 -2.5714 -2.2872  0.001
N -1.5678 1.9514 -1.1136  0.278
H -1.5968 5.7880 -0.6372  0.057
C -0.8536 2.7581 -1.9584  0.127
O -1.5123 0.6338 -1.2384  0.053

Values from the calculation:
spin multiplicity: 2
DFT total energy: -4853.48814 hartree
charge: -2
orbital gap (spin up / spin down): 2.904 / 4.717 eV
HOMO level (spin up / spin down): 0.0510 / -0.0157 Eh